Entry from OMol25: 2 unconnected molecules or ions with the total composition C44H39FN at a distorted geometry (the ωB97M-V functional and the def2-TZVPD basis).

2S+1	1
charge	+1
E_HOMO	-9.3	eV
energy above the lowest of the compared OMol25 structures with the same formula, charge and spin	1.1366	eV
lowest unoccupied orbital energy	-6.053	eV
calculated total energy	-50458.857	eV

Structure (XYZ):
```
85
Properties=species:S:1:pos:R:3:forces:R:3:lowdin_charge:R:1
C -4.45611 3.54276 4.23424 0.2 -0.1 0.0 -0.0827
C -3.45368 3.95130 3.35255 -0.1 -0.4 -0.1 -0.0660
C -2.47396 3.04110 2.93398 0.0 0.2 0.4 -0.0293
C -2.42397 1.73977 3.46433 -0.3 0.1 -0.6 -0.1623
C -1.26763 0.76557 3.13981 -0.4 -0.1 -0.7 -0.2210
C -1.74034 -0.39294 2.22950 0.1 0.6 -0.4 -0.1691
C -2.98482 -0.40430 1.59128 0.2 -0.4 0.2 -0.0054
C -3.36675 -1.52801 0.85180 0.2 -0.1 -0.2 -0.0672
C -2.53059 -2.64018 0.74477 0.1 0.0 0.3 -0.0875
C -1.27893 -2.62160 1.36823 0.0 0.6 -0.2 -0.0797
C -0.85415 -1.45380 1.99685 0.1 -0.3 -0.1 -0.0569
C -0.10194 1.54123 2.48694 -0.9 0.3 -0.4 -0.1899
C 0.35546 1.22799 1.20411 0.4 0.1 0.1 -0.0337
C 1.50536 1.84605 0.70517 -0.4 0.2 0.0 -0.0726
C 2.09189 2.89790 1.40332 0.1 -0.1 -0.1 -0.0786
C 1.54198 3.31535 2.61521 -0.3 0.1 0.1 -0.0716
C 0.43723 2.65514 3.15441 0.5 -0.3 -0.3 -0.0605
C -0.76572 0.11234 4.46585 0.9 0.3 0.8 -0.2047
C -1.66077 -0.95117 5.11101 -0.2 -0.2 0.1 -0.1251
C -0.72802 -1.97909 5.76261 0.3 -0.2 0.2 -0.1327
C 0.67292 -1.72537 5.19420 0.3 -0.2 -0.2 -0.1355
N 0.49978 -0.59398 4.28207 -0.7 -0.7 -0.4 -0.1361
C 1.62189 0.01760 3.79072 1.7 0.0 -0.5 -0.1162
C 2.54690 -0.50763 2.91073 -1.4 0.5 2.0 -0.0242
C 3.91798 -0.02880 2.94270 1.5 0.9 0.0 -0.2157
C 5.00910 -0.77132 2.41776 -0.8 0.6 0.2 -0.0579
C 6.29076 -0.23004 2.38572 0.3 0.7 -0.2 -0.0990
C 6.50795 1.10910 2.75402 -0.2 -0.2 -0.1 -0.0923
C 5.45990 1.83486 3.33728 0.0 -0.4 -0.1 -0.0798
C 4.22320 1.23198 3.53234 0.1 -0.3 -0.7 -0.0431
C -3.50956 1.31323 4.23806 -0.1 0.3 0.4 -0.0425
C -4.49100 2.21420 4.66628 0.2 -0.1 -0.4 -0.0616
H -5.21424 4.24556 4.57031 0.1 -0.1 -0.1 0.1040
H -3.42889 4.97119 2.96608 -0.1 -0.3 0.1 0.1073
H -1.72175 3.38332 2.21625 -0.3 -0.2 0.4 0.1162
H -3.66058 0.45194 1.66458 0.2 -0.4 0.1 0.1240
H -4.32790 -1.52865 0.35136 0.0 0.0 0.0 0.1048
H -2.82466 -3.51725 0.17488 -0.2 0.1 0.2 0.1004
H -0.61273 -3.48618 1.37834 -0.2 0.2 -0.3 0.0836
H 0.19113 -1.34348 2.30023 -0.8 -0.3 0.1 0.0904
H -0.13111 0.45578 0.60108 0.2 0.3 0.4 0.1096
H 1.92438 1.49482 -0.23854 -0.1 0.3 0.1 0.0924
H 2.97066 3.40447 0.99760 -0.2 -0.2 0.2 0.1117
H 1.97799 4.15905 3.15215 -0.1 -0.2 -0.2 0.1149
H 0.01597 2.98129 4.10993 0.2 -0.2 -0.3 0.1354
H -0.60610 0.92206 5.20240 -0.2 0.1 -0.2 0.1631
H -2.31160 -0.49484 5.85770 0.0 -0.2 -0.1 0.1112
H -2.27231 -1.44496 4.35050 0.0 0.1 0.2 0.1139
H -0.70624 -1.85089 6.85215 -0.1 -0.1 -0.3 0.1116
H -1.03561 -3.00881 5.54817 -0.1 0.3 0.1 0.1113
H 1.39107 -1.49155 6.00645 -0.2 0.0 -0.4 0.1241
H 1.09184 -2.58426 4.63852 -0.2 0.2 0.3 0.1170
H 1.78163 1.01694 4.21546 0.4 -0.5 0.0 0.1111
H 2.28759 -1.31107 2.22844 0.1 -0.4 0.5 0.0843
H 4.82018 -1.77309 2.03481 0.1 0.1 0.1 0.0911
H 7.13363 -0.81370 2.00413 -0.4 0.1 0.1 0.1003
H 7.46871 1.60061 2.57158 -0.3 -0.4 0.2 0.1031
H 5.58755 2.88470 3.60816 0.1 -0.4 0.1 0.1082
H 3.45348 1.79163 4.05856 0.2 -0.1 -0.3 0.0937
H -3.59253 0.26512 4.52547 0.0 0.5 0.0 0.1009
H -5.28223 1.85429 5.32232 0.1 0.2 -0.2 0.1073
F 3.80318 0.75364 -4.92764 -0.6 -1.5 0.9 0.0959
C 3.42614 -0.19862 -4.02349 0.4 1.8 -0.3 -0.1939
C 2.11540 -0.15549 -3.53923 -0.3 -0.5 0.5 0.0354
C 1.80642 -0.91719 -2.41718 0.3 0.1 0.5 0.0296
C 2.78945 -1.77812 -1.80042 0.1 0.4 -0.3 -0.1555
C 2.49146 -2.46664 -0.57624 0.0 -0.7 -2.1 0.1696
C 2.89827 -3.83195 -0.31875 0.8 -0.7 0.8 -0.1788
C 1.92945 -4.82814 0.04865 0.4 0.9 0.2 0.0048
C 2.33662 -6.10911 0.40914 0.4 0.4 -0.2 -0.0413
C 3.69719 -6.46073 0.33117 -0.4 0.4 -0.1 -0.0293
C 4.63730 -5.54692 -0.15761 0.0 0.1 0.4 -0.0438
C 4.26378 -4.22982 -0.39264 -0.5 0.0 -0.3 -0.0258
C 4.04193 -1.90667 -2.49159 -0.3 -0.1 0.0 0.0348
C 4.39958 -1.05158 -3.52044 -0.2 -0.4 0.4 0.0381
H 1.37219 0.50755 -3.98189 0.3 -0.2 0.0 0.1396
H 0.79070 -0.92300 -1.99752 0.5 0.3 -0.2 0.1361
H 1.80569 -1.99035 0.11086 -0.7 -0.1 -0.2 0.1198
H 0.87369 -4.53982 0.04300 0.4 -0.2 0.2 0.1063
H 1.60222 -6.81652 0.79091 0.2 0.1 -0.2 0.1202
H 4.01759 -7.42320 0.71483 0.0 0.0 -0.3 0.1187
H 5.68564 -5.83021 -0.28294 -0.4 0.1 0.3 0.1228
H 5.02110 -3.46480 -0.56227 -0.1 -0.4 0.1 0.1091
H 4.74893 -2.66901 -2.19162 0.0 0.4 0.0 0.1020
H 5.41780 -1.03316 -3.89400 -0.2 -0.1 -0.2 0.1392
```
Positions in Å, forces in eV/Å.